This record from OMol25 describes a 2-piece molecular cluster, C5H2O overall. The level of theory is ωB97M-V/def2-TZVPD.

Atoms and positions in Å:
H -2.382 -2.213 1.131
O -0.232 2.664 -1.922
C 0.401 1.936 -1.240
C -1.506 -1.645 1.165
H 1.959 0.662 -0.586
C 1.024 1.072 -0.492
C -0.258 -1.447 1.056
C 0.994 -1.029 0.890

Computed properties:
**2S+1**: 1
**Net charge**: 0
**Energy above the lowest of the compared OMol25 structures with the same formula, charge and spin**: 148.31 kcal/mol
**Lowest unoccupied orbital energy (spin up / spin down)**: -2.57 / -3.46 eV
**Kohn-Sham gap (spin up / spin down)**: 6.31 / 4.43 eV

Quick look at the natural (NBO) charges, all values in e: atom 1 (H): 0.238, atom 2 (O): -0.469, atom 3 (C): 0.599, atom 4 (C): 0.094, atom 5 (H): 0.236, atom 6 (C): -0.549, atom 7 (C): -0.422, atom 8 (C): 0.273